Density functional theory data (ωB97M-V with the def2-TZVPD basis set) for 14 unconnected molecules or ions with the total composition C34H104N12O14.

```
164
Properties=species:S:1:pos:R:3:forces:R:3:lowdin_charge:R:1
C 27.46285 14.38507 10.06876 -2.823 -0.756 1.661 -0.039
C 26.85627 13.92070 11.45148 1.341 1.278 -1.068 -0.439
C 25.63161 13.15222 11.14043 0.313 -1.601 -1.701 -0.283
O 24.92757 12.83715 12.28195 -0.894 0.798 0.582 -0.167
C 23.56561 12.66172 11.96801 -0.027 1.168 2.298 -0.094
N 27.80986 13.02776 12.06051 0.567 -0.806 0.893 0.030
H 26.85798 15.20824 9.76895 -0.604 0.647 -0.702 0.063
H 27.41488 13.58810 9.33490 0.311 -0.076 0.009 0.084
H 28.38740 14.78202 10.25432 2.684 0.603 0.110 0.036
H 26.59234 14.79870 12.10569 0.202 -0.485 -0.664 0.152
H 25.99802 12.15452 10.71891 -0.436 1.177 -0.160 0.154
H 24.98954 13.67280 10.38105 0.500 -0.266 0.603 0.139
H 23.09464 12.59722 12.95149 -0.381 -0.013 -0.106 0.080
H 23.43687 11.75419 11.49344 -0.498 -1.989 -1.370 0.066
H 23.09929 13.47381 11.40486 0.276 0.118 -0.094 0.085
H 28.72933 13.37636 12.31417 -0.216 0.589 -0.557 0.075
H 27.45813 12.69550 12.94202 -0.409 -0.364 0.250 0.066
C 16.99652 17.42460 8.74582 -0.490 -0.102 0.558 -0.052
C 18.45927 17.69629 8.72857 1.000 -0.127 -0.729 -0.437
C 18.97317 18.03964 10.08008 -1.814 1.071 0.801 -0.200
O 18.57368 19.38764 10.43194 0.210 -1.454 -0.524 -0.172
C 19.01369 19.70909 11.72031 0.518 2.197 -2.053 -0.126
N 19.13487 16.42516 8.46067 0.027 -0.277 -0.655 0.036
H 16.63343 17.23087 7.75989 -0.164 -0.652 -0.827 0.058
H 16.42756 18.32008 8.99843 -0.088 -0.250 0.734 0.087
H 16.83786 16.51699 9.41516 -0.213 1.405 -0.732 0.089
H 18.82023 18.47096 7.99681 -0.789 -0.343 0.524 0.162
H 20.02459 17.93878 10.06360 1.459 0.134 0.362 0.108
H 18.53564 17.30695 10.79480 0.330 0.398 -0.101 0.136
H 18.80302 18.98321 12.39739 -1.021 -2.309 2.212 0.031
H 18.50507 20.63464 11.92624 -0.001 0.453 0.615 0.095
H 20.08294 19.84608 11.75490 0.655 0.284 -0.102 0.089
H 20.08373 16.64657 8.19625 0.331 -0.155 -0.255 0.085
H 18.71968 15.95889 7.64454 0.244 0.009 0.256 0.047
C 14.82938 7.17389 13.28981 -0.542 0.033 1.271 -0.059
C 15.55345 8.46108 13.40986 1.384 0.312 -0.357 -0.460
C 16.86700 8.29998 14.19959 -0.695 1.283 0.165 -0.207
O 16.58787 7.83338 15.50035 -0.111 0.529 0.288 -0.204
C 17.71398 7.96586 16.32739 1.051 -0.915 -0.586 -0.130
N 15.82239 9.00497 12.07813 0.465 1.263 0.129 0.052
H 14.70567 6.72403 14.27320 -0.039 -0.028 0.095 0.085
H 15.37182 6.48167 12.69963 0.458 -0.751 -0.878 0.072
H 13.85678 7.38207 12.90328 -0.698 -0.208 -0.574 0.079
H 14.92726 9.17992 13.91368 -0.244 0.318 0.350 0.111
H 17.28951 9.38491 14.32098 0.114 -1.994 -0.690 0.148
H 17.45567 7.50182 13.69116 0.405 1.015 0.026 0.139
H 18.09812 9.00244 16.45812 -0.595 -0.388 0.029 0.090
H 18.55806 7.38092 15.87770 -0.338 0.405 0.270 0.094
H 17.47408 7.45992 17.25187 -0.027 0.306 0.443 0.082
H 16.25332 8.33470 11.45574 0.079 -0.160 0.091 0.068
H 16.46278 9.82735 12.13433 -0.598 -0.983 -0.188 0.050
C 21.45521 12.94001 16.43007 -0.744 0.967 2.764 -0.040
C 22.16253 14.14367 17.05558 -0.343 -0.132 0.802 -0.438
C 21.26577 14.94538 18.01253 0.935 -0.987 -0.346 -0.220
O 20.45791 15.80520 17.27046 -1.052 -0.107 -0.087 -0.212
C 19.68160 16.67318 18.08610 1.557 0.187 0.266 -0.082
N 23.37254 13.72410 17.71713 0.822 0.707 -0.378 0.046
H 22.00252 12.57863 15.63134 0.877 -0.834 -1.806 0.047
H 20.43595 13.24027 16.19649 -0.113 -0.248 -0.370 0.067
H 21.40043 12.16248 17.21819 -0.109 0.186 -0.471 0.098
H 22.43449 14.85676 16.30293 0.297 0.415 -0.782 0.118
H 21.94736 15.49470 18.63816 0.268 0.691 0.469 0.111
H 20.75971 14.24056 18.67656 -0.673 0.083 0.004 0.135
H 20.39727 17.29653 18.66549 -0.658 0.058 -0.304 0.108
H 19.02668 16.18399 18.77270 -0.274 -0.845 0.592 0.071
H 19.03927 17.22097 17.44277 -0.288 0.856 -0.624 0.066
H 23.83966 14.45833 18.25028 -0.252 -0.378 -0.267 0.084
H 23.31517 12.88770 18.24760 -0.243 -0.621 0.461 0.060
C 14.33789 15.20370 9.19319 -1.584 2.733 -0.899 -0.063
C 12.81229 15.04187 9.42804 0.575 0.338 0.129 -0.417
C 12.59485 14.53522 10.85958 -0.906 -0.766 -0.508 -0.203
O 13.50052 13.44793 11.09546 -0.637 1.110 -0.070 -0.192
C 13.19801 12.83322 12.31822 1.064 -0.599 -0.606 -0.128
N 12.19863 16.35389 9.28015 0.004 -0.319 -0.617 0.044
H 14.76251 14.26674 9.06486 1.173 -1.736 0.135 0.033
H 14.69577 15.78103 10.07334 0.232 -0.496 -0.771 0.059
H 14.52132 15.82087 8.23611 -0.372 -0.824 1.545 0.101
H 12.34570 14.32640 8.72735 0.305 0.265 0.178 0.142
H 11.49942 14.18337 10.88572 1.334 0.236 0.412 0.141
H 12.70033 15.36243 11.62003 0.182 -0.687 -0.640 0.116
H 12.16498 12.57048 12.27960 -0.927 -0.339 0.633 0.084
H 13.44494 13.48692 13.15890 -0.213 0.068 0.228 0.067
H 13.80713 11.92217 12.36329 -0.250 0.167 0.218 0.086
H 11.19292 16.34983 9.25831 -0.272 -0.226 0.103 0.063
H 12.50771 16.87470 10.07385 0.199 0.964 0.361 0.027
C 16.85163 14.55808 17.50335 -1.347 0.385 1.266 -0.059
C 16.53216 14.20770 16.07867 0.522 -0.928 -0.787 -0.433
C 15.17040 14.69189 15.58686 2.631 1.004 1.038 -0.246
O 14.27688 13.83756 16.20119 -0.813 0.027 0.325 -0.205
C 12.95720 14.30921 16.12211 -1.263 0.770 -0.349 -0.091
N 17.61349 14.70368 15.22658 -0.454 0.027 -0.437 0.073
H 16.78270 15.62996 17.76195 0.116 -0.227 -0.413 0.088
H 17.79762 14.18252 17.84594 0.781 -0.135 -0.230 0.065
H 16.14616 14.05540 18.17461 -0.167 0.146 -0.139 0.089
H 16.39692 13.11847 16.07184 0.590 -0.180 -0.286 0.136
H 15.11139 14.65444 14.51262 -0.034 0.074 -0.602 0.101
H 15.23626 15.76520 15.93641 -1.272 -0.630 -0.255 0.135
H 13.00014 15.39462 15.76558 -0.619 -1.389 0.703 0.112
H 12.46843 14.17008 17.10279 0.296 0.532 -0.278 0.098
H 12.33033 13.69607 15.43368 0.537 0.482 0.044 0.088
H 17.78140 14.10580 14.40977 -0.479 0.256 0.172 0.056
H 18.45100 14.68909 15.76823 0.767 0.127 0.279 0.031
C 17.26373 14.33227 11.25504 0.334 1.890 0.085 -0.038
C 17.20383 12.91244 11.73205 0.960 0.508 -0.028 -0.432
C 18.57962 12.33236 11.82183 1.178 0.890 0.578 -0.232
O 18.46567 10.96882 12.07445 -0.670 -0.769 -0.017 -0.218
C 19.72200 10.36858 12.09937 1.119 1.048 -0.706 -0.100
N 16.54613 12.73094 13.00836 0.139 -0.093 0.271 0.109
H 18.11110 14.92167 11.71131 -0.607 -0.619 -0.462 0.088
H 16.35341 14.85890 11.57536 0.047 -0.078 -0.233 0.074
H 17.32334 14.41607 10.13727 0.122 -0.208 1.054 0.082
H 16.79849 12.38866 10.89683 -1.080 -0.908 -0.471 0.120
H 19.26224 12.74809 12.63066 -0.982 0.117 -0.524 0.128
H 19.09256 12.56936 10.87913 0.124 -0.379 -0.075 0.115
H 20.25497 10.73014 11.18008 -0.042 -0.851 0.511 0.100
H 19.63137 9.29640 12.16686 -0.061 -0.275 -0.127 0.085
H 20.32098 10.75088 12.94378 -0.125 -0.179 0.065 0.086
H 15.58833 13.01919 13.00203 -0.519 0.474 -0.340 0.035
H 16.47861 11.73876 13.14479 0.140 -0.542 0.410 0.058
C 15.86846 14.81424 5.84622 -0.110 -0.689 -0.278 -0.061
C 16.88408 14.15833 6.78039 -0.058 -0.660 0.240 -0.408
C 16.63010 12.63215 7.03870 0.411 1.647 1.162 -0.151
O 17.43798 12.22445 8.13564 0.813 2.222 0.220 -0.222
C 17.51607 10.90573 8.53461 -2.823 -1.406 -2.571 -0.111
N 18.23526 14.43775 6.29057 -0.258 0.014 1.357 0.049
H 15.99769 14.45063 4.82504 0.024 -0.114 -0.120 0.077
H 16.04228 15.88180 5.81252 -0.012 0.283 0.117 0.069
H 14.81835 14.62933 6.11108 0.375 0.054 0.179 0.080
H 16.74555 14.65087 7.74918 0.200 -0.170 0.119 0.093
H 16.86049 12.05126 6.17852 0.021 -0.686 -0.956 0.117
H 15.60797 12.58795 7.34448 -1.067 -0.552 -0.049 0.112
H 17.52462 10.29639 7.56933 0.624 0.072 1.305 0.113
H 16.58539 10.55977 9.04852 0.493 0.315 -0.006 0.098
H 18.34134 10.79138 9.17204 1.238 -0.363 0.646 0.057
H 18.24364 14.50044 5.30646 0.169 -0.125 -1.196 0.058
H 18.89287 13.73920 6.61877 0.048 0.073 -0.111 0.078
C 14.88867 18.09725 12.11624 -1.873 -2.133 -1.822 -0.612
O 14.34565 17.85373 11.00957 0.548 0.746 1.462 -0.033
N 15.98862 18.85546 12.19703 -0.395 -0.237 2.490 0.199
N 14.31262 17.48175 13.24067 1.892 0.254 2.143 0.135
H 16.40145 19.15871 11.36238 0.580 0.337 -1.237 0.068
H 16.50365 18.90379 13.07171 -0.131 -0.088 -0.415 0.074
H 14.86833 17.31261 14.15625 -1.266 0.629 -2.451 0.101
H 13.54730 16.83450 13.06034 0.613 0.453 -0.173 0.072
C 21.15130 16.20433 13.42001 1.596 -1.214 -2.223 -0.565
O 21.55110 16.56406 12.27309 -1.003 0.115 2.380 -0.029
N 21.26252 17.07506 14.43594 -0.750 -1.178 0.401 0.194
N 20.73594 14.89026 13.65305 0.165 0.848 -0.220 0.191
H 21.08480 16.83987 15.40504 -0.066 0.177 -0.195 0.083
H 21.54366 17.95006 14.08543 0.448 1.177 0.282 0.098
H 20.98840 14.45497 14.53556 -0.212 0.239 -0.338 0.055
H 20.77884 14.29455 12.82008 0.108 0.472 0.484 0.082
O 17.26752 17.70733 14.65849 2.663 1.618 2.098 -0.106
H 17.25387 16.78427 14.90711 -0.153 -1.474 -0.264 -0.031
H 18.08183 17.97895 15.24919 -2.381 -0.349 -1.898 0.093
O 20.89453 12.61465 8.78729 -0.408 0.513 0.045 -0.100
H 21.13520 13.51488 9.12766 -0.579 -0.764 -0.086 0.011
H 19.92122 12.60465 8.66967 0.803 0.301 0.144 0.004
O 20.98010 15.08307 10.32782 0.477 -0.185 -0.199 -0.115
H 21.47800 15.66199 10.96196 -0.629 -0.417 -0.323 -0.009
H 20.33726 15.66657 9.89228 -0.241 -0.298 -0.007 -0.016
O 13.45562 11.23178 14.99516 1.127 -0.456 0.591 -0.059
H 13.75210 12.09527 15.30823 -0.162 0.424 -0.025 -0.010
H 14.17873 10.69602 15.38886 -0.813 -0.014 -0.444 0.050
```
Forces are in eV/Å.


Density functional theory data (ωB97M-V with the def2-TZVPD basis set) for 9 unconnected molecules or ions with the total composition C27H60O12.

```
99
Properties=species:S:1:pos:R:3:forces:R:3:lowdin_charge:R:1
C 6.23215 -5.13741 1.37489 -0.660 -0.595 0.108 -0.035
C 6.55246 -3.75301 0.55936 1.529 -0.204 -6.438 -0.259
O 6.90244 -3.89319 -0.74679 -1.930 1.077 8.458 -0.036
O 6.51136 -2.38323 1.09296 -1.585 -3.988 -0.483 -0.079
C 5.27889 -2.10739 1.84578 -1.458 1.959 1.723 -0.193
C 4.00310 -1.61750 0.92666 1.200 -0.198 -0.648 -0.142
C 3.21371 -2.91801 0.31791 -0.719 -0.299 -0.401 -0.125
C 1.66781 -3.10423 0.87496 -1.258 0.983 2.357 -0.068
C 1.11684 -2.45579 2.10297 -0.034 -2.774 -3.317 0.056
C -0.45818 -2.83228 2.49962 -2.327 2.419 2.329 -0.206
O -1.20464 -2.04442 3.28274 4.458 -4.556 -4.541 -0.065
C -1.13382 -4.24121 1.90479 2.184 -1.531 -3.628 0.025
C -0.58137 -4.88203 0.65291 -0.155 2.883 3.562 0.015
C 0.71733 -4.14496 -0.02546 1.168 -0.965 -4.537 -0.193
O 1.06486 -4.39725 -1.31203 -2.133 1.509 7.989 -0.049
H 7.16273 -5.54466 1.97372 -1.803 1.262 -1.159 0.103
H 5.95609 -6.00380 0.60201 0.748 2.340 1.399 0.114
H 5.29318 -5.06894 2.09797 2.210 0.117 -1.413 0.082
H 5.52973 -1.18720 2.56322 -0.302 -2.064 -1.652 0.141
H 4.91845 -2.96974 2.54858 0.964 1.329 -1.447 0.123
H 4.47688 -0.97761 0.03661 -1.127 -1.478 1.868 0.135
H 3.33974 -0.86911 1.53690 1.271 -1.681 -1.058 0.088
H 3.22168 -2.88499 -0.87503 -0.326 -0.111 2.726 0.141
H 3.76852 -3.93717 0.59224 -1.146 2.203 -0.501 0.118
H 1.76354 -1.74246 2.76884 -1.663 -1.444 -1.413 0.110
H -2.04472 -4.78139 2.42188 1.979 1.674 -0.923 0.124
H -1.01312 -5.86899 0.18368 0.971 2.324 0.935 0.127
C -2.98319 -2.29479 -1.24228 -0.194 -0.140 0.016 -0.082
C -2.03460 -1.16618 -0.89483 -0.146 -0.174 -0.263 -0.298
O -0.72400 -1.67677 -0.69988 0.471 -0.149 -0.080 -0.099
H -2.99735 -3.04475 -0.44469 -0.038 0.176 0.010 0.063
H -3.99913 -1.91834 -1.39138 0.061 -0.076 -0.026 0.076
H -2.65920 -2.80621 -2.15446 -0.082 0.181 -0.015 0.072
H -2.34953 -0.67203 0.02898 0.198 -0.059 -0.101 0.092
H -2.00506 -0.41848 -1.69336 -0.193 0.042 0.019 0.108
H -0.45042 -2.10614 -1.52850 -0.098 0.201 0.362 0.086
C 2.42092 2.92924 3.80611 -0.006 0.241 0.044 -0.090
C 2.85039 1.92619 2.75551 -0.260 0.113 0.231 -0.326
O 3.59854 0.88133 3.35960 0.084 -0.568 0.197 -0.108
H 3.29384 3.35094 4.31498 -0.085 -0.033 -0.157 0.079
H 1.84670 3.74385 3.35584 0.006 -0.059 0.101 0.074
H 1.80690 2.44730 4.57377 -0.072 0.039 -0.118 0.071
H 3.48172 2.40702 2.00251 0.029 -0.234 0.128 0.118
H 1.98254 1.49041 2.25100 -0.068 0.169 -0.137 0.105
H 3.02631 0.45539 4.02062 0.321 0.281 -0.278 0.087
C -2.76433 1.93032 2.37267 0.060 0.257 -0.011 -0.093
C -3.87717 1.03416 2.87544 0.355 -0.164 -0.132 -0.320
O -3.96888 -0.12725 2.06359 0.049 -0.266 -0.126 -0.092
H -2.94622 2.22346 1.33355 -0.079 -0.014 0.156 0.067
H -2.68341 2.83264 2.98533 0.075 -0.022 -0.083 0.065
H -1.80456 1.40395 2.39164 -0.036 0.031 0.109 0.077
H -4.83755 1.55642 2.83414 0.046 -0.215 -0.069 0.118
H -3.69601 0.72620 3.90982 -0.031 0.157 0.090 0.097
H -3.11401 -0.58823 2.11376 -0.392 0.116 0.121 0.056
C 7.69220 -0.75770 -3.76801 0.166 0.191 -0.125 -0.098
C 6.27001 -1.19397 -3.48279 0.290 -0.384 0.153 -0.332
O 6.22764 -2.59622 -3.26304 -0.031 0.027 -0.020 -0.101
H 8.08521 -1.27814 -4.64748 -0.136 0.091 0.071 0.076
H 7.74141 0.32054 -3.94420 0.084 -0.047 0.022 0.070
H 8.34988 -1.00838 -2.92943 -0.096 0.105 -0.004 0.074
H 5.62064 -0.96159 -4.33197 0.009 -0.159 0.122 0.110
H 5.87432 -0.68755 -2.59704 -0.028 0.245 -0.032 0.098
H 6.80077 -2.79110 -2.50188 -0.359 -0.086 -0.134 0.040
C -3.27145 1.84843 7.22785 -0.187 -0.172 0.080 -0.089
C -2.92194 2.65336 5.99325 0.181 -0.053 0.368 -0.346
O -2.52423 3.96466 6.36570 0.298 0.282 0.076 -0.087
H -4.08006 2.33160 7.78594 0.063 -0.064 -0.159 0.080
H -3.58454 0.83602 6.95754 0.046 0.040 0.091 0.073
H -2.41272 1.78333 7.90381 -0.009 -0.092 -0.108 0.073
H -3.78891 2.73458 5.33101 0.163 0.182 0.086 0.106
H -2.10529 2.18347 5.43659 -0.110 -0.187 -0.106 0.103
H -1.74878 3.88187 6.94676 -0.438 0.076 -0.310 0.088
C -5.17602 -1.74940 -5.01796 -0.237 -0.082 0.065 -0.089
C -4.22743 -0.62079 -4.67051 -0.067 -0.191 -0.313 -0.320
O -2.91683 -1.13138 -4.47556 0.495 -0.140 -0.100 -0.100
H -5.19018 -2.49936 -4.22038 -0.015 0.157 -0.036 0.073
H -6.19195 -1.37295 -5.16706 0.072 -0.083 -0.042 0.077
H -4.85203 -2.26082 -5.93014 -0.078 0.120 -0.013 0.074
H -4.54235 -0.12664 -3.74670 0.223 -0.070 -0.065 0.114
H -4.19788 0.12691 -5.46905 -0.244 0.085 0.067 0.092
H -2.64325 -1.56076 -5.30418 -0.129 0.230 0.462 0.091
C -3.26659 4.00282 -6.08555 0.183 0.064 0.168 -0.092
C -3.59158 2.82404 -6.97952 -0.117 0.373 0.013 -0.332
O -4.98696 2.56254 -6.94928 -0.385 0.011 -0.138 -0.096
H -3.57923 3.80224 -5.05560 0.091 -0.044 -0.142 0.074
H -2.19369 4.21467 -6.09423 -0.098 0.064 0.027 0.076
H -3.80541 4.89772 -6.41328 0.125 -0.038 -0.050 0.074
H -3.06845 1.92694 -6.63553 -0.218 0.031 -0.066 0.102
H -3.29369 3.02200 -8.01377 0.220 -0.030 0.025 0.108
H -5.44196 3.36220 -7.26446 0.223 -0.458 0.189 0.088
C -1.46067 4.89637 0.44474 0.227 0.026 0.143 -0.102
C -2.72662 5.61146 0.02010 0.118 -0.336 -0.057 -0.327
O -2.90234 5.49397 -1.38407 -0.139 -0.187 -0.331 -0.090
H -0.59035 5.31684 -0.06958 -0.144 0.036 0.091 0.077
H -1.30823 4.98138 1.52437 0.026 -0.081 -0.061 0.072
H -1.50666 3.83568 0.17752 -0.045 0.050 0.118 0.061
H -2.66744 6.67509 0.26907 -0.080 -0.123 -0.212 0.114
H -3.60308 5.18819 0.52036 0.031 0.081 0.213 0.106
H -2.96217 4.54619 -1.59372 0.030 0.522 0.093 0.085
```
Forces are in eV/Å.

For the energy above the lowest of the compared OMol25 structures with the same formula, charge and spin, the calculation gives 179.4 kcal/mol.


no.,HOMO-LUMO gap (Eh)
1,0.3182
2,0.2845